# 1
Entry from the OMol25 dataset: C10H22ClGaNO9P2 as an isolated structure (ωB97M-V with the def2-TZVPD basis set).

Properties
- Electronic energy: -4194.0809 a.u.
- Kohn-Sham gap: 7.5 eV
- Lowest unoccupied orbital energy: 2.61 eV

ORCA input file:
```
! RIJCOSX wB97M-V def2-TZVPD def2/J DEFGRID3
* xyz -1 1
Ga -0.635 3.315 0.715
Cl 2.539 1.825 1.026
P 1.648 3.733 1.187
P -0.857 3.211 -1.637
O -2.126 4.144 -2.063
O -0.977 1.874 -2.252
O 4.689 -3.516 4.270
O -1.271 0.494 0.943
O 1.524 3.889 2.842
O 3.788 -1.783 3.182
O -2.861 -4.414 -2.606
O -2.626 -2.337 -1.816
O 0.378 4.015 -2.331
N -1.499 4.950 1.276
C 4.185 -3.067 3.279
C -2.579 -3.262 -2.792
C -1.470 1.726 1.643
C -2.332 -1.021 -2.348
C 3.131 -1.546 1.917
C 3.876 -3.794 1.981
C -1.871 -0.606 1.575
C -1.550 -1.279 -3.627
C -2.145 -2.608 -4.093
C 3.644 -2.649 0.998
H -3.280 -0.513 -2.536
H -2.747 3.591 -2.551
H 4.593 -2.346 0.553
H -1.443 -3.249 -4.620
H 2.952 -2.881 0.192
H 4.700 -4.449 1.713
H -1.050 1.633 2.657
H -1.379 -1.523 1.236
H 2.053 -1.606 2.072
H -0.494 -1.404 -3.390
H -1.771 -0.450 -1.613
H -2.939 -0.683 1.323
H -1.771 -0.548 2.667
H -1.464 4.972 2.292
H -1.637 -0.465 -4.342
H 0.502 4.845 -1.852
H -2.484 4.898 1.031
H 2.978 -4.394 2.137
H -3.035 -2.469 -4.711
H 3.373 -0.545 1.575
H -2.551 1.901 1.774
H 2.291 4.392 3.124
*
```



# 2
Entry from the OMol25 dataset: C15H20N2O2 as an isolated structure at a distorted geometry (ωB97M-V with the def2-TZVPD basis set).

Properties
- Electronic energy: -843.0967 a.u.
- Kohn-Sham gap: 8.2 eV
- Relative energy (zero: lowest compared OMol25 entry of this formula, charge and spin): 14.421 eV
- Lowest unoccupied orbital energy: 0.21 eV

ORCA input file:
```
! RIJCOSX wB97M-V def2-TZVPD def2/J DEFGRID3
* xyz 0 1
O -1.429 -3.009 -0.837
O 0.387 -0.386 0.240
N -2.845 2.053 0.820
N -2.719 0.199 -0.253
C 4.079 -0.295 -0.064
C -1.278 -1.991 -0.240
C 1.943 1.462 -0.250
C 2.704 -2.141 0.813
C 3.219 2.081 -0.482
C -2.906 2.097 -0.591
C -2.477 0.150 2.112
C -2.958 0.999 -1.191
C 4.241 1.170 -0.324
C -0.196 -1.066 -0.839
C -2.668 -1.486 -0.618
C -2.665 0.780 0.757
C 2.745 -0.758 0.359
C 0.624 2.327 -0.329
C 1.582 0.004 0.292
H -2.769 0.973 3.138
H 1.735 -2.147 1.205
H 2.746 -2.730 -0.100
H 0.529 -1.787 -1.089
H -3.352 -1.785 0.110
H 3.452 -2.394 1.286
H -0.679 -3.610 -0.741
H 0.829 3.399 -0.061
H 3.204 3.230 -0.704
H 0.154 2.176 -1.569
H -1.162 -2.248 0.851
H -3.093 3.286 -0.942
H -2.937 -1.337 -1.793
H -0.437 -0.219 -1.544
H -0.194 2.126 0.351
H -2.925 0.888 -2.367
H -1.395 -0.038 2.350
H 4.909 -0.860 0.205
H -3.132 -0.669 2.500
H 5.133 1.555 -0.462
*
```



# 3
Entry from the OMol25 dataset: C7H11NO as an isolated structure at a distorted geometry (ωB97M-V with the def2-TZVPD basis set).

Properties
- Electronic energy: -403.0715 a.u.
- Kohn-Sham gap: 9.6 eV
- Relative energy (zero: lowest compared OMol25 entry of this formula, charge and spin): 7.141 eV
- Lowest unoccupied orbital energy: 0.75 eV

ORCA input file:
```
! RIJCOSX wB97M-V def2-TZVPD def2/J DEFGRID3
* xyz 0 1
O -1.975 1.422 -0.194
N -0.963 -0.547 -0.110
C 2.300 -0.189 0.693
C 0.206 -1.253 -0.177
C 0.450 1.231 0.292
C 1.086 -0.156 -0.128
C -2.456 -1.027 0.140
C -1.023 0.765 -0.037
C 2.456 0.070 -0.711
H 0.884 1.475 1.341
H 0.505 -1.545 0.938
H 2.499 -1.181 1.041
H -3.166 -0.267 0.892
H -3.136 -1.172 -1.067
H 0.348 -2.219 -0.736
H 2.549 0.970 -1.083
H -2.151 -2.147 0.826
H 2.908 -0.918 -1.220
H 0.864 2.141 -0.401
H 2.312 0.670 1.350
*
```



# 4
Entry from the OMol25 dataset: C58H49ClN6P2SeSiTl as an isolated structure at a distorted geometry (ωB97M-V with the def2-TZVPD basis set).

Properties
- Electronic energy: -6574.3044 a.u.
- Kohn-Sham gap: 5.1 eV
- Relative energy (zero: lowest compared OMol25 entry of this formula, charge and spin): 0.000 eV
- Lowest unoccupied orbital energy: 1.81 eV

ORCA input file:
```
! RIJCOSX wB97M-V def2-TZVPD def2/J DEFGRID3
* xyz -1 1
Tl 0.130 0.825 -0.347
Se -6.890 -0.624 0.128
Cl 0.121 -1.946 -2.098
P -1.363 -2.479 1.105
P 2.499 0.710 1.561
Si 1.439 -2.629 -0.557
N 1.257 1.187 -4.124
N -3.464 0.721 -0.629
N 1.902 1.955 -3.146
N -1.371 2.398 0.991
N -1.995 3.459 0.360
N -0.701 2.275 -2.181
C 2.259 1.454 3.215
C -3.070 -3.064 -0.921
C -2.959 -2.419 0.274
C 2.278 0.732 4.418
C -5.435 -2.654 -0.945
C -0.852 5.774 -3.001
C -1.347 -2.345 5.119
C -1.283 -5.308 1.062
C 0.851 -5.464 -0.770
C 1.580 3.487 4.449
C -3.208 -3.733 4.459
C -0.796 3.573 -1.878
C -2.976 3.189 2.364
C -0.707 -6.515 0.709
C -1.963 0.367 -5.687
C 2.478 -3.517 1.808
C -3.780 -0.252 -0.084
C 1.645 2.801 5.625
C -4.321 -3.055 -1.599
C 3.441 0.763 -4.327
C 4.202 1.224 1.102
C -1.758 -2.835 2.830
C -0.170 4.560 -2.714
C -1.996 2.163 2.173
C -1.609 4.135 -0.824
C -2.945 3.942 1.212
C -2.520 7.549 -2.240
C -0.730 -4.092 0.596
C 4.214 -2.555 3.173
C -1.880 6.192 -2.160
C -0.624 0.802 -5.630
C 3.205 1.758 -3.343
C 4.806 2.435 1.461
C 6.700 2.120 -0.122
C -2.440 1.348 -3.573
C 2.788 -1.116 1.858
C -5.394 -2.043 0.384
C 1.873 2.829 3.235
C -0.932 -2.264 3.810
C 3.814 -1.272 2.762
C -2.898 -3.570 3.119
C -1.084 1.711 -3.351
C -2.452 -0.521 -6.792
C 2.042 1.449 5.605
C 4.934 0.447 0.192
C -0.135 1.333 -4.399
C 6.123 0.877 -0.432
C 2.104 -2.278 1.268
C -2.843 0.659 -4.661
C -2.461 -3.145 5.498
C 3.542 -3.657 2.690
C 0.334 -6.623 -0.213
C 0.421 -4.230 -0.259
C 3.020 -2.792 -1.622
C 6.044 2.820 0.900
C -2.151 5.394 -1.078
C 2.162 0.428 -4.770
C -4.051 -1.478 0.708
H -1.196 -7.401 1.105
H -3.534 -0.411 -6.835
H -0.695 -1.909 5.862
H -2.796 5.821 -0.336
H -5.777 -2.708 1.171
H -3.659 3.247 3.203
H -3.924 0.354 -4.645
H -1.829 8.293 -2.692
H -3.068 1.553 -2.729
H -3.432 7.615 -2.877
H -2.818 7.917 -1.240
H -4.398 -3.422 -2.637
H 5.088 -2.614 3.795
H 2.454 -0.337 4.392
H -0.014 -1.745 3.527
H 2.331 0.969 6.526
H 1.483 3.316 6.575
H 7.637 2.426 -0.496
H 1.867 3.422 2.282
H 1.856 -0.310 -5.508
H -3.991 -1.143 1.748
H 2.839 -3.376 -2.490
H 3.839 -4.639 3.047
H -3.510 -3.961 2.305
H 1.690 -5.483 -1.475
H -3.505 4.863 1.042
H 6.526 0.218 -1.111
H 4.318 3.128 2.119
H 3.298 -1.750 -1.916
H -2.199 -3.495 -1.386
H 4.350 -0.378 3.071
H 0.614 -7.594 -0.597
H -2.056 -5.307 1.798
H -0.534 6.428 -3.875
H 1.890 -4.430 1.649
H -2.276 -1.557 -6.586
H 4.367 0.533 -4.718
H -2.743 -3.226 6.578
H 0.739 4.269 -3.195
H -1.555 1.437 2.860
H -1.962 -0.139 -7.673
H 4.493 -0.527 -0.091
H 3.903 2.199 -2.697
H -6.447 -2.772 -1.428
H 3.901 -3.246 -1.082
H -3.955 -4.512 4.653
H 1.308 4.527 4.473
H 6.467 3.765 1.322
H -0.033 0.720 -6.534
*
```



Look up the electronic energy of the first one. -4194.0809 a.u.